# 1
Formula: CH5N2O
Source: the Open Molecules 2025 dataset
Level of theory: ωB97M-V/def2-TZVPD

Last columns: bonded neighbours and bond lengths (Å).
Geometry (Å):
1 O -1.584 0.200 -2.004  H2 0.973, H7 0.979
2 H -1.206 0.119 -1.111  O1 0.973
3 N -0.568 -0.109 0.874  C4 1.319, H6 1.032
4 C 0.738 -0.181 0.705  N3 1.319, N5 1.331, H8 1.090
5 N 1.663 0.641 1.196  C4 1.331, H9 1.018
6 H -0.755 0.674 1.521  N3 1.032
7 H -1.865 -0.730 -2.124  O1 0.979
8 H 1.051 -1.132 0.275  C4 1.090
9 H 2.526 0.520 0.669  N5 1.018

Its energy relative to the best compared isomer or geometry (same formula, charge and spin) is 1.1 kcal per mole. The highest occupied orbital energy (spin up / spin down) is -11.1 / -11.0 eV. For the HOMO-LUMO gap (spin up / spin down), the calculation gives 12.0199 / 8.5812 eV. Its spin multiplicity is 2. The total energy comes out at -6143.514 eV. Its charge is 0.

# 2
Formula: C9H6INO
Source: the Open Molecules 2025 dataset
Level of theory: ωB97M-V/def2-TZVPD

Last columns: bonded neighbours and bond lengths (Å).
Geometry (Å):
1 C -2.519 -0.849 -2.134  C5 1.388, N10 1.160
2 C 1.379 -2.226 1.213  C3 1.245, H13 1.045
3 C 1.756 -1.164 1.743  C2 1.245, H14 1.089
4 C -0.259 -0.035 -1.554  C5 1.467, C9 1.362, H15 1.082
5 C -1.659 -0.290 -1.200  C1 1.388, C4 1.467, C6 1.300
6 C -2.288 -0.264 -0.062  C5 1.300, O11 1.154
7 C 1.011 2.109 1.228  C8 1.358, H16 1.034, H17 1.057
8 C 0.265 1.272 0.462  C7 1.358, C9 1.469, H18 1.108
9 C 0.649 0.671 -0.822  C4 1.362, C8 1.469, I12 2.059
10 N -3.213 -1.430 -2.860  C1 1.160
11 O -3.017 -0.045 0.805  C6 1.154
12 I 2.608 0.647 -1.456  C9 2.059
13 H 1.031 -3.020 0.630  C2 1.045
14 H 2.271 -0.494 2.430  C3 1.089
15 H 0.079 -0.612 -2.404  C4 1.082
16 H 0.661 2.275 2.186  C7 1.034
17 H 1.996 2.338 0.921  C7 1.057
18 H -0.751 1.115 0.874  C8 1.108

The highest occupied orbital energy (spin up / spin down) is -6.2 / -9.7 eV. For the HOMO-LUMO gap (spin up / spin down), the calculation gives 5.9936 / 6.7588 eV. Its spin multiplicity is 3. The total energy comes out at -21060.098 eV. Its charge is 0.

# 3
Formula: C3H7ClN2S
Source: the Open Molecules 2025 dataset
Level of theory: ωB97M-V/def2-TZVPD

Last columns: bonded neighbours and bond lengths (Å).
Geometry (Å):
1 C -0.500 0.927 0.244  C2 1.526, N11 1.492, N12 1.304
2 C 0.870 0.961 0.915  C1 1.526, C3 1.745, H7 1.166, H8 1.192
3 C 1.472 -0.671 0.779  C2 1.745, H9 1.090, H10 1.176, Cl14 1.787
4 H -2.647 0.590 -0.384  S13 1.422
5 H -1.054 -0.779 1.524  N11 0.968
6 H -0.343 2.479 -0.962  N12 1.008
7 H 1.671 1.644 0.412  C2 1.166
8 H 0.660 1.018 2.087  C2 1.192
9 H 0.783 -1.425 0.400  C3 1.090
10 H 2.179 -1.129 1.600  C3 1.176
11 N -1.189 -0.322 0.681  C1 1.492, H5 0.968, S13 1.698
12 N -0.985 1.786 -0.609  C1 1.304, H6 1.008
13 S -2.455 -0.818 -0.337  H4 1.422, N11 1.698
14 Cl 2.482 -0.404 -0.671  C3 1.787

Its energy relative to the best compared isomer or geometry (same formula, charge and spin) is 59.1 kcal per mole. As for the structure (SMILES): [H]/N=C(\CCCl)NS. The highest occupied orbital energy is -8.4 eV. For the HOMO-LUMO gap, the calculation gives 8.9162 eV. The total energy comes out at -29559.576 eV. Its charge is 0.